(1)
Formula: C43H44AsCl3N4OPPdS
Source: the OMol25 dataset
Level of theory: the ωB97M-V functional and the def2-TZVPD basis

Element x y z (Å)
Pd -0.771 2.354 -0.102
Cl 3.652 8.300 -0.027
C 2.312 7.222 -0.160
C 2.506 5.863 0.020
C 1.416 5.028 -0.089
Cl 1.568 3.330 0.203
C 0.113 5.456 -0.421
O -0.855 4.623 -0.594
C -0.024 6.859 -0.566
Cl -1.590 7.478 -0.947
C 1.045 7.720 -0.436
H 3.492 5.476 0.240
H 0.899 8.785 -0.555
N -3.410 4.511 -1.065
C -3.815 3.288 -0.757
N -3.050 2.288 -0.380
C -3.784 1.130 -0.152
C -3.274 -0.103 0.238
C -4.143 -1.164 0.435
C -5.512 -1.015 0.239
C -6.037 0.204 -0.164
C -5.164 1.262 -0.351
S -5.531 2.894 -0.849
H -2.419 4.777 -0.942
H -4.088 5.213 -1.301
H -2.204 -0.220 0.359
H -3.755 -2.126 0.744
H -6.173 -1.857 0.390
H -7.099 0.325 -0.334
C 0.381 1.502 4.587
C -0.858 0.846 3.980
C -2.120 1.229 4.758
C -0.687 -0.672 3.967
N -0.955 1.237 2.554
N -1.085 2.639 2.287
H 0.626 1.021 5.533
H 0.225 2.564 4.785
H 1.232 1.389 3.911
H -2.071 0.845 5.778
H -3.009 0.805 4.284
H -2.238 2.313 4.820
H -0.622 -1.049 4.987
H 0.227 -0.948 3.437
H -1.537 -1.158 3.480
H -1.781 0.799 2.164
H -0.278 3.110 2.674
H -1.921 3.042 2.705
C -0.449 -1.342 -0.691
C 0.175 -2.536 -1.429
As 2.037 -3.073 -0.978
C 1.726 -3.740 0.835
C 0.500 -4.148 1.350
C 0.399 -4.610 2.656
C 1.524 -4.659 3.465
C 2.754 -4.255 2.963
C 2.849 -3.796 1.658
C 2.006 -4.747 -1.994
C 2.969 -4.897 -2.988
C 3.019 -6.051 -3.756
C 2.103 -7.068 -3.531
C 1.141 -6.929 -2.540
C 1.095 -5.775 -1.773
P 0.097 0.396 -1.060
C 1.855 0.404 -0.620
C 2.114 0.113 0.724
C 3.410 0.135 1.206
C 4.454 0.460 0.349
C 4.193 0.805 -0.969
C 2.895 0.800 -1.453
C -0.102 0.548 -2.855
C 0.751 -0.053 -3.781
C 0.452 0.008 -5.133
C -0.700 0.648 -5.565
C -1.548 1.253 -4.650
C -1.246 1.216 -3.299
H -0.344 -1.473 0.391
H -1.519 -1.331 -0.919
H 0.125 -2.401 -2.508
H -0.459 -3.396 -1.208
H -0.396 -4.115 0.739
H -0.560 -4.935 3.039
H 1.442 -5.011 4.485
H 3.635 -4.295 3.590
H 3.809 -3.479 1.262
H 3.688 -4.101 -3.153
H 3.774 -6.160 -4.525
H 2.142 -7.974 -4.122
H 0.428 -7.723 -2.361
H 0.350 -5.685 -0.990
H 1.286 -0.113 1.390
H 3.609 -0.089 2.246
H 5.472 0.457 0.717
H 5.009 1.082 -1.624
H 2.706 1.108 -2.472
H 1.647 -0.562 -3.451
H 1.121 -0.453 -5.847
H -0.935 0.677 -6.621
H -2.448 1.750 -4.989
H -1.892 1.703 -2.577

## Properties
ΔE to the lowest compared entry with this formula, charge and spin	146.11	kJ/mol
charge	+1
multiplicity	1

Atom charges from the Löwdin analysis, given in e for atoms 1 to 6:
1 Pd 0.71
2 Cl 0.69
3 C -0.68
4 C -0.13
5 C -0.53
6 Cl 0.86

=====

(2)
Formula: C70H162N10O15
Source: the OMol25 dataset
Level of theory: the ωB97M-V functional and the def2-TZVPD basis

Element x y z (Å)
C 4.470 -2.397 -4.918
C 3.375 -3.140 -5.750
C 2.877 -4.331 -4.934
C 1.827 -4.140 -3.770
C 0.665 -3.301 -4.381
C 1.111 -2.102 -5.259
N 2.215 -2.389 -6.185
O 2.559 -1.274 -6.972
C -0.161 -1.782 -6.130
C 1.286 -0.966 -4.232
C 4.057 -3.652 -7.084
H 4.100 -2.101 -3.936
H 4.749 -1.460 -5.400
H 5.387 -2.908 -4.627
H 2.503 -5.070 -5.643
H 3.720 -4.804 -4.431
H 2.374 -3.553 -3.033
H 1.541 -5.122 -3.394
H 0.050 -3.033 -3.522
H 0.151 -4.062 -4.969
H -0.317 -2.632 -6.794
H -1.046 -1.608 -5.517
H -0.029 -0.842 -6.665
H 1.763 -0.067 -4.624
H 0.437 -0.671 -3.615
H 2.081 -1.240 -3.539
H 4.587 -2.877 -7.637
H 3.526 -4.312 -7.770
H 4.952 -4.208 -6.804
H 2.357 -1.503 -7.882
C -5.984 5.925 -2.285
C -5.685 5.340 -0.925
C -4.355 5.954 -0.312
C -4.565 7.290 0.392
C -5.766 7.272 1.368
C -7.133 6.795 0.715
N -6.879 5.479 -0.002
O -8.059 4.831 -0.377
C -8.069 6.524 1.854
C -7.646 7.968 -0.132
C -5.353 3.935 -1.152
H -5.048 5.993 -2.840
H -6.307 6.963 -2.204
H -6.761 5.465 -2.897
H -4.060 5.166 0.382
H -3.578 6.033 -1.072
H -4.733 8.016 -0.403
H -3.677 7.576 0.955
H -5.814 8.261 1.822
H -5.612 6.579 2.195
H -8.233 7.328 2.572
H -9.089 6.242 1.590
H -7.592 5.725 2.420
H -8.350 7.551 -0.852
H -8.216 8.738 0.388
H -6.874 8.577 -0.602
H -4.539 3.833 -1.870
H -6.114 3.437 -1.754
H -5.403 3.260 -0.297
H -8.169 4.138 0.278
C 6.811 -3.974 3.320
C 5.294 -3.902 3.834
C 5.166 -2.583 4.649
C 3.723 -2.105 4.863
C 2.893 -2.091 3.621
C 3.010 -3.357 2.678
N 4.429 -3.838 2.604
O 4.603 -5.025 1.874
C 2.131 -4.495 3.256
C 2.366 -3.040 1.384
C 4.968 -5.124 4.769
H 7.568 -3.653 4.036
H 7.076 -3.405 2.429
H 7.124 -4.982 3.048
H 5.566 -2.742 5.650
H 5.701 -1.814 4.092
H 3.678 -1.121 5.329
H 3.301 -2.838 5.550
H 3.255 -1.221 3.072
H 1.868 -2.024 3.984
H 2.300 -4.755 4.301
H 1.051 -4.356 3.224
H 2.281 -5.440 2.733
H 2.376 -3.942 0.772
H 1.338 -2.743 1.595
H 2.901 -2.273 0.823
H 4.573 -6.012 4.276
H 4.230 -4.738 5.471
H 5.863 -5.432 5.310
H 4.984 -4.666 1.070
C -0.947 2.568 -1.259
C -0.763 1.184 -0.531
C 0.795 0.936 -0.526
C 1.341 0.053 0.569
C 0.907 0.542 1.900
C -0.662 0.677 1.981
N -1.252 1.408 0.862
O -2.656 1.617 0.953
C -1.230 -0.715 2.270
C -0.964 1.532 3.161
C -1.562 0.043 -1.207
H -0.438 2.757 -2.204
H -0.688 3.357 -0.553
H -2.001 2.788 -1.426
H 1.188 0.457 -1.423
H 1.355 1.870 -0.489
H 2.418 0.205 0.495
H 1.095 -0.971 0.289
H 1.514 1.409 2.158
H 1.284 -0.268 2.525
H -2.316 -0.619 2.264
H -1.089 -1.421 1.452
H -0.871 -1.230 3.161
H -0.513 2.513 3.009
H -2.004 1.794 3.358
H -0.547 1.151 4.094
H -1.066 -0.920 -1.084
H -1.618 0.099 -2.295
H -2.554 -0.204 -0.828
H -2.589 2.572 1.022
C -4.235 -1.649 -3.221
O -4.129 -2.398 -2.004
C -5.261 -2.179 -1.124
C -5.244 -3.324 -0.077
N -5.570 -4.528 -0.894
C -5.334 -5.783 -0.155
C -5.942 -7.025 -0.868
O -5.461 -7.137 -2.142
C -5.999 -8.281 -2.832
H -3.273 -1.723 -3.729
H -4.366 -0.587 -3.014
H -5.037 -2.007 -3.866
H -6.185 -2.091 -1.697
H -5.167 -1.202 -0.649
H -5.941 -3.089 0.728
H -4.238 -3.331 0.344
H -4.891 -4.419 -1.634
H -5.790 -5.683 0.831
H -4.254 -5.906 -0.074
H -7.009 -6.822 -0.954
H -5.639 -7.870 -0.249
H -7.082 -8.356 -2.736
H -5.566 -9.181 -2.394
H -5.886 -8.233 -3.915
C 5.815 3.261 1.199
O 6.258 1.978 1.589
C 6.012 0.899 0.584
C 6.222 -0.451 1.332
N 5.470 -1.496 0.591
C 6.201 -2.062 -0.535
C 5.270 -3.024 -1.328
O 5.279 -4.289 -0.681
C 4.775 -5.413 -1.345
H 5.903 3.945 2.043
H 4.815 3.334 0.770
H 6.475 3.725 0.467
H 6.771 0.912 -0.199
H 5.031 0.977 0.116
H 5.908 -0.447 2.376
H 7.247 -0.818 1.372
H 4.901 -2.163 1.091
H 7.076 -2.658 -0.274
H 6.422 -1.263 -1.243
H 5.773 -3.002 -2.294
H 4.283 -2.611 -1.539
H 3.692 -5.304 -1.392
H 4.956 -6.363 -0.842
H 5.235 -5.354 -2.332
C -1.755 -4.341 -0.678
O -2.171 -4.936 0.530
C -1.846 -4.261 1.713
C -2.393 -5.070 2.898
N -3.823 -4.841 2.891
C -4.560 -5.675 3.741
C -4.298 -5.424 5.258
O -3.012 -5.936 5.667
C -2.573 -5.567 6.917
H -2.367 -3.461 -0.876
H -1.881 -4.974 -1.556
H -0.751 -3.921 -0.629
H -2.249 -3.249 1.752
H -0.766 -4.287 1.859
H -1.960 -4.690 3.824
H -2.042 -6.081 2.692
H -4.208 -4.947 1.964
H -4.359 -6.733 3.577
H -5.633 -5.520 3.628
H -5.100 -5.906 5.817
H -4.480 -4.353 5.341
H -1.510 -5.787 7.019
H -3.080 -6.076 7.736
H -2.685 -4.484 6.967
C 4.088 6.411 -8.895
O 2.901 6.516 -8.207
C 2.970 6.647 -6.786
C 3.084 5.264 -6.105
N 1.733 4.705 -6.063
C 1.761 3.359 -5.432
C 0.375 2.714 -5.371
O 0.180 1.983 -6.606
C -1.162 1.619 -6.742
H 4.647 7.333 -9.058
H 3.765 6.091 -9.886
H 4.714 5.581 -8.570
H 2.071 7.137 -6.410
H 3.761 7.339 -6.497
H 3.452 5.362 -5.084
H 3.692 4.669 -6.787
H 1.437 4.672 -7.028
H 2.209 3.562 -4.460
H 2.309 2.646 -6.048
H -0.309 3.527 -5.129
H 0.249 1.984 -4.571
H -1.761 2.524 -6.637
H -1.382 0.952 -5.908
H -1.165 1.036 -7.662
C 2.356 4.833 5.660
O 2.139 3.685 6.465
C 1.495 2.662 5.647
C 1.542 1.295 6.423
N 0.737 1.318 7.621
C -0.710 1.324 7.486
C -1.343 -0.008 6.968
O -2.757 0.019 7.203
C -3.474 -0.678 6.276
H 2.484 5.625 6.398
H 1.446 5.137 5.143
H 3.293 4.829 5.103
H 2.072 2.545 4.730
H 0.481 2.968 5.389
H 2.595 1.053 6.568
H 1.304 0.438 5.793
H 1.079 2.065 8.208
H -1.039 2.140 6.842
H -1.153 1.573 8.451
H -0.899 -0.841 7.514
H -1.072 -0.083 5.915
H -3.410 -0.034 5.399
H -4.498 -0.773 6.637
H -3.043 -1.652 6.045
C 2.462 4.934 2.267
C 2.699 5.589 0.877
C 1.480 5.358 -0.094
O 1.834 6.032 -1.356
C 0.898 5.770 -2.433
N 2.635 6.990 1.155
H 3.326 4.947 2.932
H 2.275 3.891 2.013
H 1.554 5.275 2.764
H 3.667 5.222 0.536
H 0.507 5.645 0.303
H 1.487 4.307 -0.382
H 0.965 4.719 -2.712
H 0.997 6.363 -3.342
H -0.137 5.962 -2.150
H 3.550 7.403 1.272
H 2.268 7.386 0.302

## Properties
charge	+1
multiplicity	2
expectation value of S²	0.754

Atom charges from the Löwdin analysis, given in e for atoms 1 to 6:
1 C -0.03
2 C -0.48
3 C -0.13
4 C -0.15
5 C -0.14
6 C -0.46

=====

(3)
Formula: C17H29IrN3SeSi
Source: the OMol25 dataset
Level of theory: the ωB97M-V functional and the def2-TZVPD basis

Element x y z (Å)
Ir 0.610 1.219 -0.262
C 0.799 3.922 0.871
C 1.349 3.053 1.990
N 1.152 1.582 1.701
C 2.350 0.743 2.082
C 3.123 0.243 0.849
N 2.762 1.053 -0.339
C 3.402 2.401 -0.347
C 2.475 3.437 -0.965
N 1.083 3.309 -0.448
H -0.286 3.980 0.948
H 1.198 4.936 0.948
H 2.405 3.225 2.170
H 0.829 3.298 2.916
H 0.369 1.262 2.260
H 2.974 1.321 2.762
H 1.986 -0.121 2.635
H 4.200 0.254 1.029
H 2.825 -0.779 0.628
H 3.032 0.542 -1.173
H 3.658 2.656 0.678
H 4.340 2.364 -0.902
H 2.861 4.444 -0.798
H 2.418 3.275 -2.042
H 0.467 3.746 -1.129
C -3.028 -1.250 -1.645
Si -3.440 0.175 -0.530
C -3.427 -0.193 1.294
C -4.765 1.321 -1.126
Se -1.599 1.709 -0.716
H -3.843 -1.979 -1.666
H -2.131 -1.755 -1.297
H -2.866 -0.907 -2.667
H -4.255 -0.859 1.552
H -3.547 0.717 1.882
H -2.500 -0.693 1.582
H -5.725 0.796 -1.138
H -4.565 1.665 -2.142
H -4.869 2.186 -0.471
C 0.306 -0.684 -0.299
C 0.150 -1.911 -0.417
C -0.017 -3.280 -0.572
C 0.932 -4.036 -1.309
C 0.760 -5.389 -1.465
C -0.341 -6.019 -0.877
C -1.282 -5.295 -0.139
C -1.134 -3.939 0.008
H 1.777 -3.528 -1.754
H 1.472 -5.967 -2.035
H -0.466 -7.088 -0.995
H -2.124 -5.804 0.309
H -1.853 -3.359 0.572

## Properties
charge	+2
multiplicity	2
expectation value of S²	0.865

Atom charges from the Löwdin analysis, given in e for atoms 1 to 6:
1 Ir 0.97
2 C -0.17
3 C -0.13
4 N -0.15
5 C -0.12
6 C -0.17

=====

(4)
Formula: C4H6N2
Source: the OMol25 dataset
Level of theory: the ωB97M-V functional and the def2-TZVPD basis

Element x y z (Å)
C 1.237 -1.863 0.423
C 0.492 -1.012 0.035
C -0.355 -0.119 -0.750
C 0.125 1.312 -0.947
H 1.825 -2.714 0.845
H -0.457 -0.628 -1.603
H -1.347 0.053 -0.426
H 0.561 1.829 0.017
H -0.747 2.026 -1.306
H 0.857 1.442 -1.743
N -0.646 -0.372 2.971
N -1.546 0.046 2.483

## Properties
ΔE to the lowest compared entry with this formula, charge and spin	182.78	kJ/mol
SMILES	C#CCC.N#N
multiplicity	1

Atom charges from the Löwdin analysis, given in e for atoms 1 to 6:
1 C 0.08
2 C -0.18
3 C -0.29
4 C -0.12
5 H 0.05
6 H 0.07

=====

Number 1: total energy -6442.8082 a.u.. Number 2: total energy -4439.5345 a.u.. Number 3: total energy -3624.1525 a.u.. Number 4: total energy -265.4660 a.u..